# 1
DFT (ωB97M-V/def2-TZVPD) results for a molecular structure, C4H4Cl2IrN2O4Tl.

The geometry in ORCA input format:
```
! RIJCOSX wB97M-V def2-TZVPD def2/J DEFGRID3
* xyz 4 5
Ir -0.495 -1.396 -3.854
Tl 1.889 -0.324 0.473
Cl -1.115 -3.101 -2.455
Cl -0.174 1.208 0.405
C 1.776 2.936 0.475
C -1.376 -2.324 -5.128
C 0.135 0.362 -3.893
O 1.359 3.876 -0.083
O -2.087 -3.018 -5.773
O 0.540 1.452 -3.691
N 0.087 -1.116 3.989
C 0.284 0.176 3.635
N -0.552 1.092 4.204
O 1.229 0.459 2.847
H -0.585 -1.426 4.686
H 0.486 -1.781 3.361
H -0.439 2.069 3.989
H -0.973 0.848 5.096
*
```

Its gap between HOMO and LUMO (spin up / spin down) is 4.628 / 3.338 eV.

Charges per atom according to Mulliken partitioning, unit e: 0.9319, 0.9599, 0.1434, -0.1247, 0.2007, 0.5647, 0.4794, -0.1631, -0.0231, -0.0921, -0.1388, 0.7074, -0.0798, -0.5173, 0.2805, 0.2300, 0.3306, 0.3103

=====

# 2
DFT (ωB97M-V/def2-TZVPD) results for a single C4H4Cl2N2 molecule.

The geometry in ORCA input format:
```
! RIJCOSX wB97M-V def2-TZVPD def2/J DEFGRID3
* xyz 0 1
C -0.906 0.739 -0.030
C -0.623 -0.658 -0.284
C 1.683 -0.772 0.248
C -0.052 1.723 -0.323
N 0.483 -1.257 -0.113
N 2.280 0.154 -0.394
Cl -0.382 3.353 0.058
Cl 3.899 0.508 0.035
H -1.871 0.965 0.402
H -1.458 -1.294 -0.565
H 2.137 -1.340 1.064
H 0.883 1.551 -0.834
*
```

The SMILES is Cl/C=C/C=N\C=N\Cl. Its gap between HOMO and LUMO is 9.425 eV.

Charges per atom according to natural (NBO) partitioning, unit e: -0.3447, 0.1651, 0.2426, -0.1452, -0.4263, -0.4820, 0.0268, 0.1033, 0.2303, 0.1903, 0.1806, 0.2593

=====

# 3
DFT (ωB97M-V/def2-TZVPD) results for a single C4H4Cl2N2O molecule.

The geometry in ORCA input format:
```
! RIJCOSX wB97M-V def2-TZVPD def2/J DEFGRID3
* xyz 0 3
C 2.364 0.652 -1.088
C -0.569 -0.482 0.853
C -0.463 1.031 0.718
C -0.938 -1.240 -0.393
N 1.550 0.256 -0.290
N 0.751 0.320 0.783
O 3.174 0.869 -1.881
Cl -1.026 1.976 -0.702
Cl -0.786 2.022 2.146
H -0.784 -1.042 1.842
H -1.709 -0.790 -1.011
H -1.560 -2.133 -0.177
H -0.003 -1.438 -0.801
*
```

Its gap between HOMO and LUMO (spin up / spin down) is 4.409 / 6.196 eV.

Charges per atom according to natural (NBO) partitioning, unit e: 0.8665, -0.0160, -0.0762, -0.6853, -0.3560, -0.0444, -0.4223, -0.2377, 0.0123, 0.2253, 0.2651, 0.2356, 0.2330

=====

# 4
DFT (ωB97M-V/def2-TZVPD) results for a single C4H4Cl2NPS molecule.

The geometry in ORCA input format:
```
! RIJCOSX wB97M-V def2-TZVPD def2/J DEFGRID3
* xyz 0 1
C 1.459 -0.382 1.441
C 0.949 -0.896 0.293
C 0.087 -2.980 -0.784
C 0.192 0.204 -0.676
N 0.693 -2.107 -0.212
P 0.685 -4.274 -1.957
S 2.672 -0.757 2.652
Cl -0.908 -5.510 -2.118
Cl 2.013 -5.087 -0.685
H 1.214 0.625 1.596
H -0.213 -0.470 -1.438
H -0.647 0.698 -0.010
H 0.827 0.989 -1.099
*
```

The SMILES is C/C(C=S)=N\C#P(Cl)Cl. Its gap between HOMO and LUMO (spin up / spin down) is 6.785 / 6.358 eV.

Charges per atom according to natural (NBO) partitioning, unit e: -0.2809, 0.0338, -0.0181, -0.5966, -0.2453, 0.7952, -0.0897, -0.2374, -0.2228, 0.2033, 0.2074, 0.2247, 0.2264

=====

# 5
DFT (ωB97M-V/def2-TZVPD) results for a gas-phase ion, C4H4Cl3O3 (charge +1).

The geometry in ORCA input format:
```
! RIJCOSX wB97M-V def2-TZVPD def2/J DEFGRID3
* xyz 1 1
C -0.710 0.839 0.253
C 1.229 -0.194 0.026
C -2.029 1.424 -0.057
C 1.460 -1.645 -0.352
O -0.312 0.800 1.473
O 0.837 -0.051 1.468
O 0.051 0.328 -0.647
Cl 2.632 0.826 -0.272
Cl -3.074 -0.054 -0.180
Cl -0.007 -2.668 -0.103
H -2.079 1.973 -1.124
H -2.333 2.220 0.796
H 2.404 -2.080 0.107
H 1.930 -1.718 -1.387
*
```

Its gap between HOMO and LUMO is 9.642 eV.

Charges per atom according to natural (NBO) partitioning, unit e: 0.8269, 0.4172, -0.5173, -0.5005, -0.1104, -0.1682, -0.3805, 0.1065, 0.0850, 0.0308, 0.3145, 0.3083, 0.2963, 0.2913

=====

# 6
DFT (ωB97M-V/def2-TZVPD) results for 2 unconnected molecules or ions with the total composition C4H4Cl4N2O2S.

The geometry in ORCA input format:
```
! RIJCOSX wB97M-V def2-TZVPD def2/J DEFGRID3
* xyz 0 1
C 1.960 -0.317 0.745
C 2.606 0.756 0.226
C -1.096 -0.901 1.166
C -0.341 0.152 0.476
N -1.112 -1.064 2.384
N -1.989 0.756 -1.409
O 0.188 1.807 -1.560
O 0.190 -0.687 -1.978
S -0.354 0.485 -1.269
Cl 2.011 -1.971 0.525
Cl 4.196 0.163 -0.211
Cl 2.360 2.354 0.460
Cl -1.964 -1.972 -0.035
H -0.149 0.970 1.038
H -1.715 -1.786 2.873
H -2.495 -0.165 -1.323
H -2.296 1.420 -2.110
*
```

Its gap between HOMO and LUMO (spin up / spin down) is 7.772 / 7.774 eV.

Charges per atom according to natural (NBO) partitioning, unit e: 0.0118, -0.2222, 0.2784, -0.5375, -0.5948, -1.0922, -0.9368, -0.9050, 2.2547, 0.1458, 0.0434, 0.1825, -0.1072, 0.2476, 0.3947, 0.4129, 0.4239

=====

# 7
DFT (ωB97M-V/def2-TZVPD) results for a single C4H4ClF molecule.

The geometry in ORCA input format:
```
! RIJCOSX wB97M-V def2-TZVPD def2/J DEFGRID3
* xyz 0 1
C -1.090 -1.254 0.040
C -0.240 -0.064 0.097
C 0.831 -0.321 0.966
C 1.614 -0.226 1.832
H -0.494 -2.170 -0.296
H -1.538 -1.435 1.053
H -2.003 -1.185 -0.671
H 2.433 0.132 2.466
F -0.853 1.010 0.692
Cl 0.152 0.398 -1.552
*
```

The SMILES is C#C[C@@](C)(F)Cl. Its gap between HOMO and LUMO is 11.857 eV.

Charges per atom according to natural (NBO) partitioning, unit e: -0.6459, 0.2484, -0.0768, -0.1539, 0.2445, 0.2369, 0.2366, 0.2493, -0.3293, -0.0100

=====

# 8
DFT (ωB97M-V/def2-TZVPD) results for a molecular structure, C4H4ClF.

The geometry in ORCA input format:
```
! RIJCOSX wB97M-V def2-TZVPD def2/J DEFGRID3
* xyz 0 3
C -0.987 -1.654 -0.060
C 0.897 1.734 0.103
C -0.995 -0.336 0.083
C 0.836 0.413 0.004
F -1.988 0.566 -0.061
Cl 1.930 -0.701 -0.368
H -1.833 -2.353 -0.059
H 0.020 -2.182 -0.034
H 1.915 2.022 0.030
H 0.204 2.491 0.362
*
```

Its gap between HOMO and LUMO (spin up / spin down) is 6.467 / 7.483 eV.

Charges per atom according to natural (NBO) partitioning, unit e: -0.5487, -0.3766, 0.3930, -0.1407, -0.3271, 0.1675, 0.2223, 0.2269, 0.1709, 0.2126

=====

# 9
DFT (ωB97M-V/def2-TZVPD) results for a single C4H4ClF3 molecule.

The geometry in ORCA input format:
```
! RIJCOSX wB97M-V def2-TZVPD def2/J DEFGRID3
* xyz 0 1
C 0.017 -0.911 1.915
C -0.174 -0.102 0.630
C 0.857 0.160 -0.287
C -1.309 0.502 0.134
H 0.095 -2.006 1.791
H 0.804 -0.421 2.588
H -0.878 -0.747 2.764
H 0.570 1.020 -0.953
F 1.892 0.564 0.482
F -2.464 0.521 1.003
F -1.395 1.263 -0.970
Cl 1.221 -0.992 -1.481
*
```

The SMILES is CC(=C(F)F)[C@@H](F)Cl. Its gap between HOMO and LUMO is 10.715 eV.

Charges per atom according to natural (NBO) partitioning, unit e: -0.6595, -0.1998, 0.1203, 0.7680, 0.2442, 0.2517, 0.2442, 0.2008, -0.3348, -0.3409, -0.2907, -0.0035

=====

# 10
DFT (ωB97M-V/def2-TZVPD) results for a single C4H4ClFN2 molecule.

The geometry in ORCA input format:
```
! RIJCOSX wB97M-V def2-TZVPD def2/J DEFGRID3
* xyz 0 1
C 1.760 -0.757 0.013
C 0.005 1.076 0.009
C -1.374 1.026 -0.021
C -1.702 -0.350 -0.020
H 1.904 -1.334 0.930
H 1.896 -1.396 -0.841
H 2.486 0.069 -0.038
H 0.682 1.933 0.007
N 0.409 -0.225 -0.017
N -0.601 -1.089 -0.030
F -2.198 2.062 0.001
Cl -3.267 -1.016 0.006
*
```

The SMILES is Cn1cc(F)c(Cl)n1. Its gap between HOMO and LUMO is 9.946 eV.

Charges per atom according to natural (NBO) partitioning, unit e: -0.3977, -0.1201, 0.2725, 0.0125, 0.2171, 0.2189, 0.2119, 0.2313, -0.1413, -0.2603, -0.2939, 0.0492

=====

# 11
DFT (ωB97M-V/def2-TZVPD) results for a single C4H4ClN molecule.

The geometry in ORCA input format:
```
! RIJCOSX wB97M-V def2-TZVPD def2/J DEFGRID3
* xyz 0 1
C -0.215 1.231 -0.118
C 0.280 -0.002 -0.172
C -1.890 0.015 -0.071
C 1.466 -0.747 0.032
N -1.609 1.229 -0.260
Cl -3.339 -0.849 0.130
H 0.147 2.280 0.081
H 2.322 -0.645 -0.698
H 0.976 -1.767 -0.082
H 1.862 -0.743 1.158
*
```

Its gap between HOMO and LUMO (spin up / spin down) is 8.300 / 8.299 eV.

Charges per atom according to natural (NBO) partitioning, unit e: -0.1100, 0.0629, 0.2369, -0.7371, -0.5041, 0.0738, 0.2249, 0.2529, 0.2666, 0.2334

=====

# 12
DFT (ωB97M-V/def2-TZVPD) results for a gas-phase ion, C4H4ClN2 (charge +1).

The geometry in ORCA input format:
```
! RIJCOSX wB97M-V def2-TZVPD def2/J DEFGRID3
* xyz 1 1
C 0.410 -0.924 0.035
C -0.874 -0.526 -0.613
C 1.255 0.045 0.416
C -2.213 -0.143 0.029
N -1.318 0.730 -0.246
N 2.016 1.104 0.367
Cl -3.753 -0.359 0.489
H 0.612 -2.017 0.361
H -0.895 -0.744 -1.618
H 2.183 1.703 1.242
H 2.576 1.131 -0.462
*
```

The SMILES is [NH2+]=C=C[C@@H]1N=C1Cl. Its gap between HOMO and LUMO is 8.613 eV.

Charges per atom according to natural (NBO) partitioning, unit e: -0.2251, -0.1413, 0.4965, 0.1853, -0.3643, -0.6499, 0.2360, 0.3171, 0.2186, 0.4764, 0.4506

=====

# 13
DFT (ωB97M-V/def2-TZVPD) results for 2 unconnected molecules or ions with the total composition C4H4ClN2O.

The geometry in ORCA input format:
```
! RIJCOSX wB97M-V def2-TZVPD def2/J DEFGRID3
* xyz -1 1
C 0.960 0.839 0.594
C 0.608 -0.473 0.955
C 0.062 1.603 -0.107
C -1.043 -0.341 -0.657
N -0.949 0.964 -0.780
N -0.504 -1.021 0.419
O -0.963 -2.186 0.739
Cl 0.663 -1.270 -2.495
H 1.779 1.291 0.913
H 1.181 -1.187 1.572
H 0.170 2.587 -0.238
H -1.965 -0.805 -0.918
*
```

Its gap between HOMO and LUMO is 7.594 eV.

Charges per atom according to natural (NBO) partitioning, unit e: -0.2788, 0.0123, 0.0171, 0.2985, -0.4429, 0.0557, -0.5824, -0.8739, 0.1985, 0.2195, 0.1751, 0.2013

=====

# 14
DFT (ωB97M-V/def2-TZVPD) results for 2 unconnected molecules or ions with the total composition C4H4ClN3.

The geometry in ORCA input format:
```
! RIJCOSX wB97M-V def2-TZVPD def2/J DEFGRID3
* xyz 0 1
C 1.222 0.256 -0.159
C -0.015 -1.057 -1.737
C -0.276 0.526 2.034
C 0.277 0.140 -1.204
N 2.030 0.384 0.629
N -1.079 -0.052 1.242
N -1.810 -0.594 0.573
Cl 0.030 1.679 -2.088
H 0.379 -1.857 -1.321
H -0.569 -1.024 -2.706
H 0.127 1.464 1.744
H -0.316 0.136 2.993
*
```

Its gap between HOMO and LUMO is 8.146 eV.

Charges per atom according to natural (NBO) partitioning, unit e: 0.2160, -0.2688, -0.4473, -0.1423, -0.2652, 0.0528, -0.0602, 0.0165, 0.2105, 0.2286, 0.2333, 0.2261

=====

# 15
DFT (ωB97M-V/def2-TZVPD) results for a single C4H4ClN3OS molecule.

The geometry in ORCA input format:
```
! RIJCOSX wB97M-V def2-TZVPD def2/J DEFGRID3
* xyz 0 1
C 1.958 -0.517 0.403
C 1.651 0.910 -0.021
C -0.803 0.446 -0.066
C -2.860 -0.715 -0.248
H 2.957 -0.628 0.818
H 1.233 -0.893 1.134
H 0.201 2.197 -0.467
H -3.901 -1.051 -0.400
N 0.333 1.219 -0.223
N -0.928 -0.526 0.780
N -2.121 -1.178 0.688
O 2.546 1.702 -0.176
S -2.173 0.620 -1.151
Cl 1.908 -1.586 -1.071
*
```

The SMILES is O=C(CCl)Nc1nncs1. Its gap between HOMO and LUMO is 10.230 eV.

Charges per atom according to natural (NBO) partitioning, unit e: -0.4637, 0.6734, 0.2148, -0.1440, 0.2433, 0.2633, 0.4232, 0.2350, -0.6380, -0.3054, -0.2282, -0.5518, 0.3424, -0.0643

=====

# 16
DFT (ωB97M-V/def2-TZVPD) results for a single C4H4ClNO molecule.

The geometry in ORCA input format:
```
! RIJCOSX wB97M-V def2-TZVPD def2/J DEFGRID3
* xyz 0 1
C 0.379 -0.222 -0.723
C -0.850 -1.031 -0.230
C -0.031 0.756 0.436
C 1.025 1.290 1.383
H 1.278 -0.769 -0.525
H -0.725 -2.119 -0.198
H -1.749 -0.725 -0.788
H -0.694 1.501 -0.080
N 1.769 1.592 2.204
O -0.775 -0.356 1.006
Cl 0.373 0.084 -2.483
*
```

The SMILES is N#C[C@@H]1OC[C@H]1Cl. Its gap between HOMO and LUMO is 11.753 eV.

Charges per atom according to natural (NBO) partitioning, unit e: -0.2085, -0.0712, -0.0059, 0.2487, 0.2270, 0.2011, 0.1759, 0.2270, -0.2683, -0.4878, -0.0380

=====

# 17
DFT (ωB97M-V/def2-TZVPD) results for a single C4H4ClNO molecule.

The geometry in ORCA input format:
```
! RIJCOSX wB97M-V def2-TZVPD def2/J DEFGRID3
* xyz 0 1
C -0.171 1.536 0.019
C 0.066 0.035 -0.022
C 1.238 -0.761 0.014
C -0.906 -0.941 -0.027
H 0.628 2.026 -0.602
H -0.114 1.801 1.042
H -1.156 1.777 -0.398
H 2.299 -0.472 -0.058
N 1.009 -2.012 0.048
O -0.326 -2.123 -0.028
Cl -2.569 -0.867 0.014
*
```

The SMILES is Cc1cnoc1Cl. Its gap between HOMO and LUMO is 10.173 eV.

Charges per atom according to natural (NBO) partitioning, unit e: -0.6233, -0.1609, -0.0338, 0.2204, 0.2248, 0.2251, 0.2301, 0.2190, -0.1132, -0.2744, 0.0861

=====

In order of appearance, electronic energy = -1760.44923, -1184.62940, -1259.64374, -1869.40011, -1760.69516, -2653.57945, -714.77972, -714.58265, -914.52112, -824.36194, -669.56328, -724.09421, -799.74399, -779.13037, -1252.70286, -744.93835, -744.94874 Eh.
In order of appearance, F_max = 12.1, 1.5, 5.2, 5.3, 3.0, 4.8, 4.2, 12.2, 5.2, 1.0, 3.6, 4.8, 5.6, 6.5, 1.7, 1.7, 2.9 eV/Å.